{
  "formula": "C5H10N2O",
  "method": "wB97M-V/def2-TZVPD",
  "de_lowest_kcal_mol": 29.8,
  "max_force_ha_per_bohr": 0.0403,
  "lumo_ev": 0.68,
  "elements": ["C", "N", "C", "O", "C", "C", "C", "N", "H", "H", "H", "H", "H", "H", "H", "H", "H", "H"],
  "positions_angstrom": [[-2.812186, -0.089477, 1.173787], [-1.701917, -0.174471, 0.600618], [-0.418213, -0.063873, 1.061035], [0.093291, -0.843460, 1.838660], [0.314392, 1.149456, 0.473474], [0.513023, 0.862975, -1.008627], [0.911097, -0.655893, -1.244036], [2.164765, -0.959108, -0.581821], [-2.941846, 0.243086, 2.207401], [-3.701314, -0.327169, 0.600702], [1.277656, 1.234725, 0.975560], [-0.285864, 2.048206, 0.615584], [-0.408693, 1.050168, -1.561714], [1.326615, 1.472275, -1.389980], [1.062434, -0.751465, -2.322911], [0.089874, -1.354778, -1.012734], [2.483397, -1.882211, -0.853172], [2.033490, -0.958986, 0.428172]],
  "forces_ev_per_angstrom": [[0.2, 0.3, 0.2], [-0.5, -0.8, -0.7], [0.4, 1.5, 1.4], [-0.2, -0.1, -0.4], [-0.2, -0.9, 0.1], [0.2, -1.6, -0.3], [-0.2, 1.2, -0.7], [0.1, 0.0, 0.3], [0.1, -0.1, 0.0], [-0.2, 0.0, 0.0], [-0.1, 0.1, 0.1], [0.1, 0.0, 0.1], [0.1, 0.1, 0.0], [0.0, 0.1, -0.2], [0.1, 0.0, 0.0], [0.0, 0.4, 0.2], [0.0, 0.1, 0.1], [0.1, -0.2, -0.2]],
  "nbo_charge": [0.0235, -0.4591, 0.6810, -0.5791, -0.5044, -0.3938, -0.2236, -0.8512, 0.1593, 0.1748, 0.2315, 0.2241, 0.2088, 0.2173, 0.1915, 0.1722, 0.3594, 0.3678]
}